Record 1
This record from the OMol25 dataset describes an isolated molecule of C4H6N2O2 at a distorted geometry. The level of theory is ωB97M-V with the def2-TZVPD basis set.

Values from the calculation:
Energy above the lowest of the compared OMol25 structures with the same formula, charge and spin   35.0 kcal per mole
HOMO-LUMO gap   9.480 eV
DFT total energy   -11319.5234 eV
HOMO energy   -8.9 eV

ORCA input file:
```
! RIJCOSX wB97M-V def2-TZVPD def2/J DEFGRID3
* xyz 0 1
O -1.964 -0.946 1.383
O 2.611 1.073 -1.412
N -1.651 -0.552 -0.824
N 1.294 -0.696 0.593
C -1.318 -0.448 0.485
C 1.653 1.000 -0.742
C 0.021 0.247 0.753
C 0.444 1.269 -0.244
H 1.121 -1.398 -0.119
H -1.105 -0.091 -1.536
H 1.540 -1.157 1.463
H -2.535 -0.977 -1.054
H 0.063 0.580 1.791
H -0.174 2.094 -0.537
*
```



Record 2
This record from the OMol25 dataset describes a cluster of 2 separate species, C5H14S in total at a distorted geometry. The level of theory is ωB97M-V with the def2-TZVPD basis set.

Values from the calculation:
Energy above the lowest of the compared OMol25 structures with the same formula, charge and spin   12.1 kcal per mole
HOMO-LUMO gap   9.470 eV
DFT total energy   -16246.7744 eV
HOMO energy   -8.4 eV

ORCA input file:
```
! RIJCOSX wB97M-V def2-TZVPD def2/J DEFGRID3
* xyz 0 1
S 2.929 1.053 -0.032
C -1.343 -2.365 -0.004
C -1.822 0.163 0.353
C -1.081 -0.935 -0.451
C 1.869 1.908 -1.193
C 1.712 0.668 1.229
H 1.442 2.795 -0.732
H -1.152 -3.068 -0.813
H 1.508 -0.399 1.169
H -2.541 0.714 -0.243
H -1.243 -0.829 -1.530
H 1.047 1.279 -1.533
H -2.298 -0.380 1.157
H 2.012 0.917 2.245
H 0.807 1.216 1.011
H -0.017 -0.718 -0.405
H -1.150 0.957 0.669
H 2.474 2.156 -2.057
H -2.386 -2.530 0.271
H -0.768 -2.601 0.887
*
```



Record 3
This record from the OMol25 dataset describes a structure of composition C32H41IrNP2. The level of theory is ωB97M-V with the def2-TZVPD basis set.

Values from the calculation:
Energy above the lowest of the compared OMol25 structures with the same formula, charge and spin   0.0 kcal per mole
HOMO-LUMO gap (spin up / spin down)   7.994 / 5.705 eV
<S²>   6.067
DFT total energy   -56748.5842 eV
HOMO energy (spin up / spin down)   -10.0 / -10.6 eV

ORCA input file:
```
! RIJCOSX wB97M-V def2-TZVPD def2/J DEFGRID3
* xyz 1 5
Ir -0.346 0.342 -0.514
P 1.822 -0.538 -0.184
P -1.096 2.630 -0.363
N -0.047 0.877 1.583
C 3.397 -2.882 -0.391
C -0.783 5.350 0.174
C 1.404 1.178 3.532
C -7.163 -2.235 0.373
C -1.762 3.615 -2.828
C -2.907 1.746 3.786
C -6.479 -1.503 1.336
C 3.161 0.104 -1.265
C 3.322 1.614 -1.112
C -2.405 3.209 -1.498
C -1.709 1.174 3.384
C 1.038 3.817 0.995
C 2.646 0.997 4.103
C -3.169 -1.047 -0.303
C 2.174 0.038 1.512
C -3.061 2.940 1.701
C -1.190 1.484 2.129
C -2.022 -0.661 -0.497
C -6.530 -2.589 -0.812
C 0.013 4.078 -0.109
C -4.520 -1.474 -0.077
C 2.837 -0.260 -2.719
C 0.935 -3.073 -0.945
C 1.989 -2.375 -0.082
C -5.216 -2.207 -1.041
C -3.491 2.156 -1.718
C 3.411 -0.127 2.111
C 1.138 0.685 2.234
C -5.163 -1.126 1.115
C 3.654 0.338 3.401
C -3.580 2.633 2.955
C -1.876 2.365 1.270
H 3.638 1.899 -0.108
H -0.074 -2.730 -0.719
H -3.941 1.809 -0.786
H 4.075 1.972 -1.817
H 1.752 4.643 1.028
H 4.211 -0.616 1.567
H 1.773 -2.581 0.968
H -1.362 5.685 -0.686
H 0.642 1.727 4.067
H -3.602 3.619 1.051
H -4.515 3.076 3.275
H 3.599 0.160 -3.378
H -7.062 -3.162 -1.562
H -3.324 1.485 4.751
H -2.850 4.091 -1.032
H 0.539 4.189 -1.060
H 3.688 -2.675 -1.421
H 1.115 -2.895 -2.009
H 1.596 2.896 0.843
H -8.191 -2.530 0.546
H 0.551 3.767 1.974
H -6.971 -1.230 2.261
H -4.280 2.584 -2.339
H -0.087 6.152 0.433
H 1.871 0.153 -3.012
H 4.630 0.204 3.850
H 2.383 2.126 -1.341
H -1.214 0.439 4.007
H 4.087 -0.391 -0.965
H -1.458 5.221 1.022
H -4.615 -0.560 1.860
H 2.805 -1.337 -2.891
H 0.979 -4.151 -0.776
H -4.717 -2.476 -1.962
H 2.841 1.381 5.096
H -3.093 1.281 -2.229
H -1.077 4.458 -2.733
H -1.217 2.773 -3.264
H 3.413 -3.965 -0.261
H 4.157 -2.464 0.270
H -2.543 3.904 -3.533
*
```



Record 4
This record from the OMol25 dataset describes the ion C6H13N4O2S with charge +1. The level of theory is ωB97M-V with the def2-TZVPD basis set.

Values from the calculation:
Energy above the lowest of the compared OMol25 structures with the same formula, charge and spin   0.0 kcal per mole
HOMO-LUMO gap   9.893 eV
DFT total energy   -27315.5336 eV
HOMO energy   -12.8 eV

ORCA input file:
```
! RIJCOSX wB97M-V def2-TZVPD def2/J DEFGRID3
* xyz 1 1
S 1.030 -1.309 -2.148
O -2.524 -1.559 -1.342
O 1.214 -0.869 2.166
N 1.276 -0.534 0.831
N 3.353 0.456 1.239
N 2.126 0.670 -0.781
N -1.086 -0.724 0.236
C 0.777 0.244 -1.223
C -1.843 -0.481 1.484
C 2.321 0.214 0.463
C -2.017 -0.583 -0.886
C -2.358 0.811 -1.367
C 0.086 0.070 0.146
H -1.823 1.023 -2.297
H 0.315 0.988 -1.862
H -2.126 1.594 -0.644
H 3.277 0.239 2.222
H -0.027 1.086 0.574
H 2.491 1.576 -1.034
H -0.226 -1.406 -2.609
H -2.096 0.580 1.608
H -1.267 -0.813 2.342
H 1.074 -1.828 2.169
H -2.763 -1.062 1.441
H 4.236 0.780 0.878
H -3.419 0.836 -1.608
*
```



Record 5
This record from the OMol25 dataset describes an isolated molecule of C5H11NO at a distorted geometry. The level of theory is ωB97M-V with the def2-TZVPD basis set.

Values from the calculation:
Energy above the lowest of the compared OMol25 structures with the same formula, charge and spin   61.2 kcal per mole
HOMO-LUMO gap   10.359 eV
DFT total energy   -8899.0451 eV
HOMO energy   -9.4 eV

ORCA input file:
```
! RIJCOSX wB97M-V def2-TZVPD def2/J DEFGRID3
* xyz 0 1
O -1.733 1.122 -1.135
N 0.963 -0.346 1.541
C -1.490 -0.279 -0.677
C -0.163 -0.846 -1.174
C 0.384 -0.186 2.656
C 0.984 0.714 0.509
C 1.121 0.015 -0.863
H 0.127 1.333 0.427
H 0.220 0.810 3.153
H 0.189 -1.115 3.304
H 2.060 -0.539 -0.992
H -1.751 -0.193 0.360
H 1.164 0.673 -1.743
H -2.188 -1.014 -1.168
H 1.817 1.414 0.798
H 0.028 -1.851 -0.706
H -0.303 -0.947 -2.261
H -1.430 1.235 -2.030
*
```



Q: Among the records above, which one has the highest energy above the lowest of the compared OMol25 structures with the same formula, charge and spin?
A: C5H11NO



Q: What is the DFT total energy in the fifth record?
A: -8899.0451 eV



Q: Which value of DFT total energy does entry 3 give?
A: -56748.5842 eV



Q: What is the DFT total energy in the second record?
A: -16246.7744 eV